Density functional theory data (ωB97M-V/def2-TZVPD) for a single C4H10S2 molecule at a distorted geometry.

```
16
Properties=species:S:1:pos:R:3:forces:R:3:mulliken_charge:R:1
C -2.479567 -0.847369 -0.368184 -0.402 -2.286 0.287 -1.2234
C -2.340047 0.622709 -0.062902 0.531 -0.261 1.092 -0.2099
S -0.607989 1.278332 -0.014311 -0.016 0.217 -0.041 -0.1776
S 0.466192 -0.340549 -0.808990 -0.227 -0.440 -0.622 -0.0750
C 2.176330 0.152917 -0.601962 1.097 -1.541 2.239 -0.4681
C 2.623254 0.143981 0.892816 0.548 -0.990 1.246 -0.8474
H -3.587564 -1.036393 -0.174851 1.423 -0.303 -0.434 0.2871
H -2.149550 -1.343937 -1.334792 -0.675 1.440 0.638 0.3205
H -1.862901 -1.467417 0.349092 -0.938 0.794 -0.293 0.3783
H -2.970105 1.243351 -0.697270 0.234 0.073 -0.050 0.3346
H -2.688616 0.683874 1.004412 0.233 0.388 -1.061 0.2642
H 2.363274 1.156518 -0.840704 0.197 1.209 -1.564 0.3397
H 2.823327 -0.625444 -1.111382 -1.011 1.158 0.010 0.2818
H 3.809334 0.269687 0.980098 -2.619 -0.225 -0.182 0.2798
H 2.108121 1.028220 1.442928 0.906 -1.762 -0.674 0.2696
H 2.316508 -0.918478 1.346001 0.720 2.528 -0.593 0.2459
```
Positions in Å, forces in eV/Å.

Summary:
- frontier orbital gap (eV) = 8.317
- SMILES = CCSSCC
- strongest force on any atom (eV/A) = 2.931
- ΔE to the lowest compared entry with this formula, charge and spin (kcal/mol) = 34.4